{
  "formula": "C32H34N5O6S2Tc",
  "method": "ωB97M-V/def2-TZVPD",
  "species": ["Tc", "C", "C", "N", "N", "C", "S", "S", "C", "C", "C", "C", "C", "C", "C", "C", "C", "C", "C", "C", "C", "O", "H", "H", "H", "H", "H", "H", "H", "H", "H", "H", "H", "H", "H", "H", "C", "N", "C", "C", "O", "C", "O", "C", "C", "O", "N", "C", "C", "H", "H", "H", "H", "H", "H", "H", "H", "H", "H", "H", "H", "H", "H", "H", "H", "O", "C", "N", "C", "O", "C", "C", "C", "C", "C", "C", "H", "H", "H", "H"],
  "coordinates": [[-0.35946, 0.26364, -0.27672], [2.35134, -1.62791, -3.13638], [1.14882, -1.34478, -2.29056], [1.20750, -0.37613, -1.38670], [2.31860, 0.37843, -1.46104], [2.81314, 1.15237, -0.58511], [2.44696, 1.29225, 1.17890], [4.16902, 2.17175, -0.94444], [4.25087, 2.10071, -2.78239], [5.36766, 1.26084, -3.32088], [5.58251, -0.02607, -2.84471], [6.58249, -0.81379, -3.38317], [7.38269, -0.32394, -4.40173], [7.18258, 0.96163, -4.87421], [6.18109, 1.75141, -4.33585], [-0.05049, -2.09766, -2.53077], [0.03129, -3.34872, -3.17033], [-1.08493, -4.02546, -3.60175], [-2.34917, -3.46265, -3.42325], [-2.47821, -2.25448, -2.78479], [-1.35532, -1.54487, -2.30321], [-1.54791, -0.40952, -1.71860], [2.91035, -0.70670, -3.27661], [2.06991, -2.03127, -4.10362], [3.00679, -2.33983, -2.63371], [4.35852, 3.13762, -3.09976], [3.28085, 1.71421, -3.09564], [4.97290, -0.40286, -2.03693], [6.73555, -1.81258, -3.00465], [8.15997, -0.94441, -4.81966], [7.80845, 1.34992, -5.66326], [6.02725, 2.75429, -4.70638], [1.00057, -3.80285, -3.30428], [-0.98578, -4.97843, -4.09830], [-3.22807, -3.98028, -3.77813], [-3.44877, -1.80743, -2.61886], [-4.23588, -2.00110, 2.40348], [-2.96168, -2.19515, 1.75340], [-2.50594, -3.55857, 1.57985], [-2.25465, -1.20106, 1.22282], [-1.14939, -1.42410, 0.70051], [-2.89740, 0.19209, 1.27925], [-2.14310, 1.04598, 0.45115], [-2.13358, 2.44274, 0.63380], [-1.10340, 3.00577, -0.36530], [-0.23127, 2.27091, -0.87551], [-1.13224, 4.29508, -0.68350], [-0.11627, 4.80317, -1.59295], [-2.10110, 5.24706, -0.19679], [-5.01131, -1.75011, 1.67549], [-4.17879, -1.21161, 3.15317], [-4.51914, -2.92344, 2.90279], [-3.19401, -4.10362, 0.93216], [-2.43683, -4.05950, 2.54271], [-1.52370, -3.53693, 1.11441], [-2.88490, 0.53193, 2.31975], [-3.93092, 0.13524, 0.91048], [-1.81384, 2.69715, 1.65922], [-3.13293, 2.85347, 0.43933], [0.09891, 4.05542, -2.35478], [0.80363, 5.00885, -1.03860], [-0.47952, 5.71212, -2.06484], [-2.45104, 4.99007, 0.79878], [-2.95676, 5.30683, -0.87548], [-1.62988, 6.22663, -0.15151], [2.17305, 4.01199, 0.59649], [2.02585, 3.24155, 1.50729], [0.87013, 0.77929, 1.28703], [0.32500, 1.00484, 2.52461], [-0.72530, 0.42403, 2.82193], [0.87913, 2.05504, 3.37457], [0.50662, 2.08842, 4.72092], [0.72622, 3.19871, 5.50422], [1.27610, 4.35339, 4.93016], [1.63852, 4.36527, 3.60998], [1.49739, 3.21166, 2.80063], [0.02939, 1.20932, 5.13000], [0.43956, 3.18974, 6.54502], [1.41369, 5.23548, 5.53687], [2.08224, 5.23753, 3.15784]],
  "forces_ev_per_a": [[0.75, -0.40, -0.39], [-0.04, 0.08, -0.08], [0.45, 0.43, 0.10], [-0.79, -0.81, -0.09], [1.17, 0.73, 0.02], [-0.64, -0.51, -0.31], [0.42, 0.49, -0.12], [0.57, 0.36, -0.25], [-0.14, 0.07, 0.36], [0.11, -0.09, 0.02], [0.04, 0.05, 0.00], [-0.05, -0.07, 0.04], [0.03, -0.01, -0.03], [0.06, -0.04, -0.07], [-0.13, -0.01, 0.12], [-0.74, 0.11, 0.14], [-0.19, -0.15, -0.07], [0.33, -0.13, -0.06], [0.02, 0.30, 0.20], [-0.04, -0.08, 0.01], [0.48, -0.43, -0.25], [-0.91, 0.49, -0.24], [0.09, -0.10, -0.05], [-0.03, -0.06, 0.01], [0.10, -0.03, 0.02], [-0.07, -0.03, 0.02], [-0.01, 0.14, -0.01], [-0.08, -0.05, 0.10], [0.05, -0.11, 0.04], [0.10, -0.03, -0.05], [0.05, 0.05, -0.06], [-0.01, 0.12, -0.05], [0.11, -0.04, -0.09], [0.06, -0.09, 0.02], [-0.07, -0.04, -0.04], [-0.03, 0.05, -0.03], [-0.34, 0.29, 0.01], [0.22, 0.11, -0.09], [0.35, -0.30, -0.14], [-0.28, -0.09, 0.18], [0.24, -0.13, 0.01], [-0.39, -0.34, 0.27], [-0.14, 0.17, -0.17], [-0.06, 0.34, 0.07], [-0.15, 0.32, -0.10], [0.23, 0.16, -0.18], [0.08, -0.43, 0.16], [0.42, -0.09, -0.24], [-0.42, 0.16, 0.12], [-0.09, -0.05, 0.08], [-0.04, -0.03, 0.02], [0.02, 0.02, 0.00], [-0.04, -0.01, 0.03], [-0.03, -0.02, 0.07], [-0.10, -0.10, 0.05], [-0.02, 0.01, -0.13], [0.19, 0.07, 0.02], [-0.11, -0.02, -0.17], [0.19, -0.04, 0.07], [-0.01, 0.10, 0.03], [-0.10, 0.03, -0.14], [-0.06, -0.02, 0.02], [-0.01, 0.03, 0.07], [0.02, 0.05, 0.06], [-0.03, -0.03, 0.09], [-0.34, -0.39, 1.58], [1.09, -0.18, -3.26], [-1.03, -0.20, 0.87], [-0.44, -1.07, -0.72], [0.49, 0.50, 0.48], [0.41, 1.04, 0.31], [0.10, -0.19, -0.13], [0.08, 0.24, -0.24], [-0.19, -0.17, 0.38], [0.12, -0.28, -0.64], [-0.90, 0.12, 2.34], [-0.07, 0.00, -0.02], [0.03, 0.02, 0.07], [0.05, 0.08, 0.01], [0.07, 0.18, 0.01]],
  "mulliken_charge": [0.02, -1.67, 1.00, 0.15, -0.28, 0.58, -0.31, -0.11, -0.76, 0.86, 0.03, -0.86, -0.47, -0.54, -0.66, 0.16, -0.84, -0.82, -0.55, -0.44, 0.85, -0.79, 0.29, 0.54, 0.35, 0.48, 0.31, 0.34, 0.40, 0.40, 0.39, 0.36, 0.48, 0.42, 0.42, 0.46, -0.98, 0.32, -1.07, 0.82, -0.72, -1.10, 0.07, -1.03, 0.47, -0.50, 0.25, -1.00, -1.16, 0.31, 0.33, 0.35, 0.37, 0.38, 0.28, 0.54, 0.62, 0.43, 0.74, 0.29, 0.27, 0.48, 0.42, 0.31, 0.44, -0.56, 0.47, 0.35, 0.07, -0.60, 0.49, -0.82, -0.55, -0.55, -1.02, 0.72, 0.49, 0.43, 0.44, 0.50],
  "orbital_gap_ev": [3.526, 5.748],
  "charge": 1,
  "s2": 1.111,
  "homo_ev": [-7.7, -9.0],
  "spin_multiplicity": 2,
  "e_tot_ha": -2841.90778
}